Computed, not measured: C6H10O in the gas phase, with ωB97M-V/def2-TZVPD.

Computed properties:
Highest occupied orbital energy   -9.16 eV
Energy above the lowest of the compared OMol25 structures with the same formula, charge and spin   5.46 kcal/mol
Orbital gap   10.13 eV
SMILES   CC1=CCC[C@H]1O

Each atom is followed by the atoms it is bonded to, with distances in Å.
Atoms and positions in Å:
1 C 2.23 0.03 -0.22  C2 1.493, H8 1.096, H9 1.099, H10 1.105
2 C 0.78 -0.03 0.11  C1 1.493, C3 1.339, C6 1.524
3 C 0.12 -0.93 0.85  C2 1.339, C4 1.520, H11 1.087
4 C -1.38 -0.86 0.60  C3 1.520, C5 1.543, H12 1.100, H13 1.095
5 C -1.41 -0.05 -0.72  C4 1.543, C6 1.527, H14 1.097, H15 1.093
6 C -0.24 0.90 -0.53  C2 1.524, C5 1.527, O7 1.424, H16 1.093
7 O -0.55 2.00 0.32  C6 1.424, H17 0.967
8 H 2.84 -0.60 0.45  C1 1.096
9 H 2.61 1.06 -0.22  C1 1.099
10 H 2.35 -0.37 -1.25  C1 1.105
11 H 0.58 -1.68 1.48  C3 1.087
12 H -1.94 -0.35 1.39  C4 1.100
13 H -1.83 -1.85 0.50  C4 1.095
14 H -1.17 -0.73 -1.55  C5 1.097
15 H -2.36 0.46 -0.94  C5 1.093
16 H 0.12 1.38 -1.45  C6 1.093
17 H -0.75 1.63 1.19  O7 0.967

***

Computed, not measured: C6H10O in the gas phase, with ωB97M-V/def2-TZVPD.

Computed properties:
Highest occupied orbital energy   -7.90 eV
Energy above the lowest of the compared OMol25 structures with the same formula, charge and spin   112.75 kcal/mol
Orbital gap   8.93 eV

Each atom is followed by the atoms it is bonded to, with distances in Å.
Atoms and positions in Å:
1 C 2.45 -0.04 0.64  O2 1.411, H8 1.093, H9 1.098, H10 1.102
2 O 1.11 -0.38 0.91  C1 1.411, C3 1.404
3 C 0.42 -0.78 -0.25  O2 1.404, C4 1.492, C7 1.471, H11 1.098
4 C -1.05 -0.55 -0.17  C3 1.492, C5 1.490, C6 1.660, C7 1.890, H12 1.085
5 C -1.72 0.28 0.87  C4 1.490, C6 1.486, H13 1.086, H14 1.086
6 C -1.56 1.01 -0.41  C4 1.660, C5 1.486, H15 1.086, H16 1.078
7 C 0.24 0.23 -1.30  C3 1.471, C4 1.890, H17 1.101
8 H 2.88 0.34 1.58  C1 1.093
9 H 2.51 0.73 -0.14  C1 1.098
10 H 3.03 -0.92 0.32  C1 1.102
11 H 0.66 -1.81 -0.53  C3 1.098
12 H -1.67 -1.28 -0.69  C4 1.085
13 H -2.71 -0.06 1.15  C5 1.086
14 H -1.09 0.59 1.70  C5 1.086
15 H -2.42 1.04 -1.08  C6 1.086
16 H -0.96 1.90 -0.41  C6 1.078
17 H -0.12 -0.27 -2.21  C7 1.101

***

Number 1: LUMO level 0.97 eV. Number 2: LUMO level 1.04 eV.